Formula: C6H15N2
Source: the OMol25 dataset
Level of theory: the ωB97M-V functional and the def2-TZVPD basis

ORCA input file:
```
! RIJCOSX wB97M-V def2-TZVPD def2/J DEFGRID3
* xyz 1 1
C 0.13 -1.24 -0.74
H -0.80 0.14 0.88
C -0.55 0.05 -1.19
H -0.42 -2.03 -1.05
H 1.12 -1.45 -1.12
H -0.54 -0.61 2.63
H 1.26 -1.31 1.13
H -1.32 0.29 -0.40
H -0.88 -0.28 -2.22
H 1.06 1.04 0.77
C -0.92 -0.79 1.53
H -2.28 -2.45 1.86
N 0.36 1.18 -1.31
H 0.69 1.35 -2.31
H -3.09 -0.91 1.83
C 1.03 1.54 -0.22
H 1.93 3.20 -0.97
N 2.10 2.45 -0.36
H 3.06 2.36 0.13
H 0.11 -2.58 0.94
C 0.20 -1.53 0.79
H -2.58 -1.47 0.31
C -2.32 -1.47 1.38
*
```

Values from the calculation:
- LUMO energy (eV) = -4.6
- E_HOMO (eV) = -14.341
- SMILES = CCCCCNC=[NH2+]

Formula: C23H53CuN9O12
Source: the OMol25 dataset
Level of theory: the ωB97M-V functional and the def2-TZVPD basis

ORCA input file:
```
! RIJCOSX wB97M-V def2-TZVPD def2/J DEFGRID3
* xyz 0 2
H -14.51 -12.14 -4.05
H -15.32 -11.16 -1.62
H -10.54 -11.78 0.40
C -19.95 -14.89 -1.63
C -12.11 -12.65 -0.76
H -16.87 -15.08 -4.86
N -18.73 -15.35 -2.23
H -14.02 -10.84 -5.03
C -13.89 -10.32 -2.93
H -19.54 -11.08 -3.79
N -19.40 -11.55 -1.27
H -20.19 -15.35 -0.68
H -10.13 -16.90 -0.82
H -19.89 -13.82 -1.44
H -15.54 -10.67 -4.32
C -10.79 -11.92 -0.66
C -18.78 -10.72 -4.47
O -16.27 -12.97 0.12
H -17.98 -8.96 -0.53
C -16.95 -15.53 2.33
H -18.92 -10.99 -5.52
H -16.77 -7.06 -4.09
C -18.42 -9.76 0.05
H -9.98 -12.60 -0.92
H -16.64 -7.45 -2.37
H -13.59 -9.96 3.03
O -14.76 -13.18 -6.03
C -16.12 -13.26 -1.12
O -19.16 -17.55 -2.11
H -18.20 -6.85 -3.00
C -14.39 -17.61 -0.92
C -14.55 -11.05 -4.10
H -10.69 -10.93 -1.10
O -15.10 -14.06 -1.27
H -15.97 -9.98 2.57
H -16.60 -17.76 -2.27
N -17.73 -8.82 -3.44
O -14.84 -12.90 2.65
O -16.90 -12.90 -2.02
H -15.05 -17.48 -0.06
H -12.79 -11.50 3.30
H -13.04 -9.64 -0.60
N -17.80 -14.59 1.89
C -15.32 -13.64 -5.03
C -14.87 -11.66 2.72
C -16.95 -16.87 -2.80
C -16.77 -14.00 -4.98
H -16.83 -17.09 -3.86
N -12.56 -12.93 -1.98
H -17.30 -13.69 -5.88
H -18.54 -14.24 2.47
H -17.85 -11.15 -4.11
H -15.01 -17.21 -1.73
H -13.59 -13.85 -4.04
O -12.86 -9.71 -3.03
N -14.60 -10.47 -1.76
H -18.08 -17.08 3.41
C -19.62 -10.40 -0.61
H -12.16 -12.50 -2.79
H -18.07 -14.64 -2.49
H -13.49 -13.37 -1.98
H -12.22 -17.64 -2.18
O -15.83 -15.67 1.82
H -17.56 -14.04 1.07
H -18.81 -9.36 1.00
H -14.72 -9.04 -0.19
O -12.67 -13.04 0.28
C -18.37 -16.64 -2.33
H -20.78 -14.96 -2.34
H -16.49 -16.72 4.01
C -14.11 -9.87 -0.53
C -18.71 -9.18 -4.31
C -13.72 -10.96 3.44
H -17.69 -10.50 0.38
H -14.99 -14.21 -3.07
H -20.09 -11.72 -1.98
H -10.61 -15.84 -2.23
O -13.24 -15.83 0.16
H -17.80 -15.58 4.31
H -17.28 -13.68 -4.07
N -12.11 -16.99 -1.43
C -17.38 -16.27 3.58
N -15.93 -10.97 2.35
H -16.41 -15.97 -2.51
O -20.68 -9.79 -0.74
C -17.31 -7.44 -3.23
C -10.87 -16.23 -1.24
H -17.16 -9.57 -3.08
H -11.01 -15.30 -0.69
H -16.73 -11.41 1.94
C -13.19 -16.74 -0.68
H -18.47 -11.98 -1.34
H -14.02 -10.61 0.28
H -13.95 -10.87 4.49
Cu -14.45 -14.18 0.74
N -14.59 -13.82 -3.92
O -19.51 -8.38 -4.73
H -14.05 -18.62 -1.15
*
```

Values from the calculation:
- LUMO energy (alpha / beta) (eV) = 0.1 / -2.1
- ⟨S²⟩ = 0.753
- E_HOMO (alpha / beta) (eV) = -9.235 / -9.235

Formula: C25H30CaO10P3SSi
Source: the OMol25 dataset
Level of theory: the ωB97M-V functional and the def2-TZVPD basis

ORCA input file:
```
! RIJCOSX wB97M-V def2-TZVPD def2/J DEFGRID3
* xyz -1 1
C -4.71 -1.96 0.12
S 0.56 -1.66 2.67
C -1.34 -4.51 -0.67
H -0.74 -6.35 -1.58
H 4.85 -1.29 -3.53
H -0.05 -3.34 4.83
H 3.21 2.35 -2.28
O 0.94 -2.68 -3.50
H -2.97 7.03 -0.47
H -4.01 4.04 -2.09
H -1.88 -4.96 5.30
C 3.98 -1.86 -3.21
H -4.85 3.21 -0.78
Ca 0.48 0.26 0.18
H -2.74 0.64 1.06
C -2.31 -2.88 -2.14
H -4.30 5.74 1.90
H -4.93 1.74 1.18
C -3.64 0.07 0.84
O 2.51 -0.19 -4.09
C -1.61 -5.01 -3.01
H 3.66 -2.53 -4.00
O 1.20 -2.14 1.44
P 3.40 0.32 -1.55
C -0.85 -3.51 4.12
C 2.86 -0.88 -2.89
H -1.80 6.12 -1.44
H -4.65 -3.00 -0.20
C -6.03 0.00 0.56
H -1.50 -5.69 -3.84
H 1.82 -2.41 -0.28
C -2.88 -4.59 3.43
H -2.50 -3.46 -4.20
H -3.65 -4.00 1.53
C -2.86 -3.87 2.25
O 1.35 -1.76 3.86
O -0.01 -0.33 2.42
H -4.36 3.99 2.10
C -2.17 -3.76 -3.21
C -3.71 4.82 1.83
H -2.91 4.88 2.57
C -0.83 -2.78 2.93
O 1.73 -2.77 -1.18
O 0.28 -0.77 -1.94
H -6.84 -1.88 -0.10
Si -2.98 4.59 0.11
H -0.02 -2.77 -3.55
H 2.10 0.64 -3.81
C -1.91 -3.25 -0.86
C -1.74 3.27 0.11
C -1.20 -5.38 -1.74
H -1.43 6.52 0.24
C -3.55 -1.27 0.46
O 2.59 1.66 -2.04
H -6.99 0.49 0.59
O 2.69 -0.12 -0.29
P 1.36 -1.72 -2.30
H -5.16 4.92 -1.08
H 4.24 -2.44 -2.32
H -2.72 -1.89 -2.31
O 4.86 0.55 -1.62
C -0.91 2.36 0.09
H -0.99 -4.80 0.31
C -4.88 0.70 0.89
C -1.87 -4.41 4.37
C -1.84 -2.95 1.98
H -3.68 -5.29 3.62
C -4.39 4.15 -1.07
C -5.94 -1.33 0.17
C -2.23 6.23 -0.44
P -1.85 -1.97 0.44
*
```

Values from the calculation:
- LUMO energy (eV) = 2.4
- E_HOMO (eV) = -6.104

Formula: C4H10O
Source: the OMol25 dataset
Level of theory: the ωB97M-V functional and the def2-TZVPD basis

ORCA input file:
```
! RIJCOSX wB97M-V def2-TZVPD def2/J DEFGRID3
* xyz -1 2
C 0.97 1.22 0.85
H -1.03 -1.97 -1.93
C -1.02 -0.93 -1.73
H 0.29 1.94 1.39
H 0.84 -0.46 -0.47
H -0.35 -0.93 3.28
H -2.08 -0.52 -2.03
H -0.62 -0.55 0.71
C -0.47 -0.46 -0.41
H 2.02 1.73 0.95
O -0.13 -0.82 2.41
H 0.46 1.14 -1.49
H 1.01 0.35 1.50
H -0.43 -0.49 -2.54
C 0.53 0.74 -0.50
*
```

Values from the calculation:
- LUMO energy (alpha / beta) (eV) = 4.2 / 4.1
- ⟨S²⟩ = 0.756
- E_HOMO (alpha / beta) (eV) = -1.488 / -2.872

no.,molar mass (g mol⁻¹)
1,115.200
2,711.274
3,683.658
4,74.123